# 1
Formula: C30H20BrCl2IrN2O3
Source: OMol25
Level of theory: ωB97M-V/def2-TZVPD

E: -5089.0259 Eh
frontier orbital gap (spin up / spin down): 6.98 / 5.44 eV
highest occupied orbital energy (spin up / spin down): -10.98 / -10.82 eV
energy above the lowest of the compared OMol25 structures with the same formula, charge and spin: 0.00 kcal/mol
⟨S²⟩: 0.7622
total charge: +1
LUMO (spin up / spin down): -0.147 / -0.198 Eh
2S+1: 2

The geometry in XYZ format:
```
59
C30H20BrCl2IrN2O3 | OMol25 | ωB97M-V/def2-TZVPD
Ir -0.071 -0.020 -0.072
Br 4.383 1.217 5.684
C 3.008 0.884 4.442
C 1.683 0.746 4.903
C 0.665 0.506 4.026
C 0.904 0.396 2.635
O -0.144 0.168 1.889
C 2.242 0.514 2.172
C 2.664 0.367 0.824
N 1.899 0.111 -0.196
C 2.408 -0.055 -1.523
C 3.723 -0.037 -1.901
C 4.069 -0.209 -3.260
C 3.113 -0.404 -4.215
C 1.746 -0.427 -3.853
C 0.686 -0.628 -4.769
C -0.605 -0.634 -4.328
C -0.867 -0.440 -2.959
N 0.103 -0.250 -2.093
C 1.408 -0.244 -2.506
C 3.278 0.767 3.114
H 1.480 0.831 5.962
H -0.357 0.396 4.363
H 3.731 0.468 0.649
H 4.519 0.105 -1.184
H 5.115 -0.189 -3.532
H 3.387 -0.544 -5.252
H 0.913 -0.780 -5.816
H -1.435 -0.789 -5.001
H -1.869 -0.446 -2.551
H 4.294 0.860 2.753
Cl -5.862 3.925 1.834
C -4.691 2.791 1.256
C -5.077 1.454 1.046
C -4.180 0.529 0.586
C -2.838 0.887 0.337
O -2.050 -0.052 -0.116
C -2.455 2.238 0.534
C -1.182 2.767 0.163
O -0.184 2.133 -0.227
C -3.412 3.179 0.990
H -6.100 1.165 1.250
H -4.469 -0.500 0.418
H -1.076 3.857 0.203
H -3.113 4.210 1.127
Cl -2.659 -3.008 -1.324
C -2.383 -3.025 0.399
C -3.417 -3.472 1.206
C -3.226 -3.556 2.575
C -1.999 -3.211 3.125
C -0.983 -2.758 2.303
C -1.151 -2.634 0.922
C -0.045 -2.108 0.076
H -4.357 -3.764 0.757
H -4.030 -3.910 3.206
H -1.833 -3.303 4.190
H -0.025 -2.493 2.735
H -0.089 -2.544 -0.923
H 0.926 -2.385 0.501
```

---

# 2
Formula: C30H20Cl6MnN4O2P2Se2
Source: OMol25
Level of theory: ωB97M-V/def2-TZVPD

E: -10921.8954 Eh
frontier orbital gap (spin up / spin down): 7.49 / 6.76 eV
highest occupied orbital energy (spin up / spin down): -14.54 / -14.36 eV
energy above the lowest of the compared OMol25 structures with the same formula, charge and spin: 0.00 kcal/mol
⟨S²⟩: 3.7975
total charge: +2
LUMO (spin up / spin down): -0.259 / -0.279 Eh
2S+1: 4

The geometry in XYZ format:
```
67
C30H20Cl6MnN4O2P2Se2 | OMol25 | ωB97M-V/def2-TZVPD
Mn -0.085 0.000 -0.104
Se -3.586 -3.370 4.711
P -1.448 -3.722 4.245
C -0.364 -3.407 5.622
C 0.291 -2.182 5.738
C 1.057 -1.920 6.862
C 1.161 -2.869 7.869
C 0.497 -4.085 7.762
C -0.271 -4.357 6.644
C -1.186 -5.362 3.581
C -2.160 -5.920 2.750
C -1.951 -7.169 2.193
C -0.779 -7.864 2.464
C 0.190 -7.312 3.290
C -0.011 -6.063 3.855
C -1.221 -2.463 3.001
C -0.180 -2.042 2.195
N -0.693 -1.005 1.491
N -1.950 -0.780 1.865
N -2.270 -1.632 2.789
P 1.521 -2.445 1.816
Se 2.012 -0.999 0.230
C 2.553 -2.218 3.256
C 2.862 -3.310 4.068
C 3.597 -3.116 5.226
C 4.029 -1.841 5.567
C 3.728 -0.755 4.756
C 2.989 -0.938 3.599
C 1.621 -4.124 1.229
C 0.474 -4.796 0.810
C 0.587 -6.066 0.267
C 1.837 -6.656 0.134
C 2.982 -5.981 0.542
C 2.880 -4.713 1.087
H 0.201 -1.428 4.965
H 1.563 -0.968 6.957
H 1.752 -2.657 8.750
H 0.568 -4.816 8.556
H -0.800 -5.300 6.576
H -3.081 -5.386 2.549
H -2.711 -7.608 1.560
H -0.627 -8.848 2.039
H 1.096 -7.861 3.507
H 0.738 -5.644 4.513
H 2.543 -4.306 3.791
H 3.846 -3.960 5.855
H 4.617 -1.694 6.463
H 4.077 0.234 5.019
H 2.763 -0.091 2.962
H -0.504 -4.340 0.906
H -0.300 -6.592 -0.056
H 1.922 -7.645 -0.296
H 3.954 -6.442 0.430
H 3.777 -4.190 1.396
Cl 2.305 3.938 -2.994
C 2.112 2.287 -3.572
Cl 3.666 1.529 -3.903
Cl 1.038 2.205 -4.965
C 1.469 1.518 -2.485
N 0.965 0.925 -1.651
Cl -3.505 2.935 0.968
C -2.632 2.781 -0.557
Cl -3.722 2.438 -1.881
Cl -1.669 4.226 -0.891
C -1.639 1.641 -0.383
O -0.727 1.669 0.505
O -1.638 0.601 -1.104
```

---

# 3
Formula: C30H20ClF6N5O5Pt
Source: OMol25
Level of theory: ωB97M-V/def2-TZVPD

E: -2983.2526 Eh
frontier orbital gap (spin up / spin down): 8.50 / 5.54 eV
highest occupied orbital energy (spin up / spin down): -14.71 / -14.70 eV
energy above the lowest of the compared OMol25 structures with the same formula, charge and spin: 41.91 kcal/mol
⟨S²⟩: 6.0132
total charge: +2
LUMO (spin up / spin down): -0.228 / -0.337 Eh
2S+1: 5

The geometry in XYZ format:
```
68
C30H20ClF6N5O5Pt | OMol25 | ωB97M-V/def2-TZVPD
Pt -0.303 0.086 0.173
C -4.222 -1.907 -1.305
C -3.819 -3.164 -1.711
C -2.520 -3.576 -1.445
C -1.655 -2.700 -0.823
N -2.044 -1.473 -0.447
C -3.305 -1.096 -0.655
C -0.223 -2.991 -0.617
C 0.346 -4.249 -0.704
C 1.725 -4.362 -0.651
C 2.504 -3.219 -0.572
C 1.871 -1.998 -0.468
N 0.536 -1.913 -0.429
C 2.543 -0.695 -0.584
C 3.885 -0.474 -0.378
C 4.399 0.790 -0.648
C 3.570 1.771 -1.155
C 2.222 1.492 -1.301
N 1.718 0.290 -0.999
H -5.225 -1.546 -1.489
H -4.506 -3.827 -2.223
H -2.178 -4.553 -1.761
H -3.574 -0.130 -0.265
H -0.276 -5.126 -0.824
H 2.193 -5.337 -0.716
H 3.584 -3.276 -0.619
H 4.515 -1.269 0.002
H 5.445 0.999 -0.469
H 3.944 2.755 -1.403
H 1.532 2.237 -1.666
O 1.273 3.558 4.601
C 0.654 2.648 5.179
O 0.306 2.732 6.416
C 0.288 1.440 4.471
C -0.241 0.295 5.033
Cl -0.668 0.069 6.646
N -0.410 -0.588 4.048
N -0.043 -0.025 2.833
C 0.398 1.190 3.101
C 0.956 2.134 2.060
O 1.616 3.105 2.471
O 0.771 1.837 0.849
C -0.815 -1.976 4.187
C -0.346 -2.731 5.252
C -0.750 -4.053 5.377
C -1.611 -4.611 4.450
C -2.049 -3.854 3.374
C -1.650 -2.535 3.241
H 1.460 3.325 3.557
H 0.344 -2.303 5.965
H -0.376 -4.648 6.201
H -1.949 -5.632 4.573
H -2.726 -4.289 2.649
H -2.018 -1.923 2.447
C -4.063 2.366 0.610
C -2.604 2.281 0.192
O -2.044 1.099 0.693
C -2.495 2.290 -1.367
F -2.554 3.507 -1.901
F -3.471 1.547 -1.925
F -1.310 1.714 -1.760
C -1.883 3.563 0.726
F -0.758 3.851 0.050
F -1.538 3.375 2.032
F -2.672 4.642 0.682
H -4.604 1.497 0.247
H -4.531 3.264 0.213
H -4.119 2.381 1.698
```

---

# 4
Formula: C30H20IrN5O11S3
Source: OMol25
Level of theory: ωB97M-V/def2-TZVPD

E: -3555.4396 Eh
frontier orbital gap (spin up / spin down): 7.33 / 6.51 eV
highest occupied orbital energy (spin up / spin down): -5.64 / -5.71 eV
energy above the lowest of the compared OMol25 structures with the same formula, charge and spin: 30.62 kcal/mol
⟨S²⟩: 0.7548
total charge: -1
LUMO (spin up / spin down): 0.062 / 0.029 Eh
2S+1: 2

The geometry in XYZ format:
```
70
C30H20IrN5O11S3 | OMol25 | ωB97M-V/def2-TZVPD
Ir 0.492 0.282 -0.420
C -0.127 1.939 3.620
C 0.528 1.152 2.518
N 0.223 1.434 1.277
N -0.540 2.591 1.184
C -0.866 2.960 0.013
S -0.547 2.145 -1.437
S -1.783 4.477 -0.169
C -2.949 4.269 1.223
C -4.005 3.236 0.930
C -5.174 3.604 0.269
C -6.142 2.661 -0.041
C -5.949 1.329 0.301
C -4.783 0.949 0.947
C -3.817 1.896 1.260
C 1.530 0.175 2.881
C 2.244 0.287 4.090
C 3.251 -0.593 4.400
C 3.563 -1.622 3.495
C 2.858 -1.766 2.326
C 1.811 -0.875 2.012
O 1.090 -1.089 0.958
H -1.181 2.069 3.392
H 0.310 2.935 3.704
H -0.027 1.412 4.564
H -3.390 5.258 1.347
H -2.353 4.018 2.097
H -5.320 4.642 -0.010
H -7.046 2.966 -0.553
H -6.704 0.590 0.060
H -4.613 -0.086 1.214
H -2.909 1.577 1.754
H 2.035 1.111 4.759
H 3.806 -0.485 5.322
H 4.376 -2.303 3.718
H 3.078 -2.538 1.600
O 3.167 3.039 -1.832
C 2.853 1.910 -1.507
O 1.943 1.695 -0.590
C 3.573 0.745 -2.104
C 4.718 0.996 -2.825
C 5.452 -0.051 -3.364
C 5.065 -1.361 -3.163
C 3.940 -1.618 -2.417
C 3.112 -0.577 -1.898
O 2.012 -0.859 -1.311
N 3.622 -3.031 -2.184
O 4.021 -3.838 -3.012
O 3.020 -3.333 -1.176
N 6.671 0.223 -4.113
O 6.993 1.386 -4.279
O 7.310 -0.727 -4.537
H 5.028 2.021 -2.967
H 5.641 -2.178 -3.568
O -1.892 -1.570 1.769
C -1.880 -1.557 0.566
N -1.459 -0.466 -0.218
S -1.800 -0.729 -1.805
O -0.532 -0.549 -2.508
O -2.925 -0.006 -2.309
C -2.256 -2.421 -1.644
C -2.617 -3.338 -2.612
C -3.078 -4.571 -2.174
C -3.181 -4.856 -0.812
C -2.811 -3.921 0.143
C -2.343 -2.695 -0.295
H -2.538 -3.103 -3.665
H -3.372 -5.318 -2.899
H -3.552 -5.824 -0.499
H -2.875 -4.124 1.203
```

---

# 5
Formula: C30H20N5O4Zr
Source: OMol25
Level of theory: ωB97M-V/def2-TZVPD

E: -1776.9116 Eh
frontier orbital gap: 5.86 eV
highest occupied orbital energy: -10.40 eV
total charge: +1
LUMO: -0.167 Eh

The geometry in XYZ format:
```
60
C30H20N5O4Zr | OMol25 | ωB97M-V/def2-TZVPD
Zr -0.043 0.113 0.110
O -1.987 4.803 4.831
C -2.170 5.037 3.622
O -2.930 5.765 2.955
C -1.392 4.006 2.706
C -1.801 3.859 1.378
C -1.399 2.758 0.682
N -0.562 1.860 1.238
C -0.259 1.921 2.548
C -0.657 2.984 3.306
C 0.240 0.622 3.093
C 0.968 0.504 4.246
C 1.223 -0.762 4.758
C 0.692 -1.864 4.125
C -0.029 -1.673 2.965
N -0.242 -0.462 2.425
C -2.032 2.264 -0.579
C -2.621 3.076 -1.513
C -3.362 2.501 -2.540
C -3.520 1.132 -2.577
C -2.871 0.374 -1.626
N -2.126 0.906 -0.645
H -2.491 4.600 0.983
H -0.498 3.040 4.379
H 1.333 1.398 4.739
H 1.817 -0.878 5.658
H 0.840 -2.865 4.509
H -0.463 -2.511 2.446
H -2.515 4.151 -1.427
H -3.828 3.128 -3.292
H -4.123 0.650 -3.336
H -2.964 -0.700 -1.624
O 0.418 0.691 -1.699
C -0.075 0.210 -2.859
C -0.188 1.058 -3.949
C -0.704 0.601 -5.142
C -1.081 -0.739 -5.299
C -0.912 -1.606 -4.248
C -0.429 -1.157 -3.007
C -0.045 -2.133 -1.999
N 0.083 -1.807 -0.761
N 0.977 -2.571 0.049
C 1.848 -1.801 0.648
O 1.810 -0.462 0.572
C 2.926 -2.425 1.442
C 3.756 -1.615 2.214
C 4.774 -2.185 2.964
C 4.964 -3.561 2.940
C 4.140 -4.369 2.162
C 3.122 -3.804 1.412
H 0.142 2.084 -3.832
H -0.799 1.288 -5.977
H -1.466 -1.096 -6.247
H -1.161 -2.658 -4.360
H 0.295 -3.118 -2.307
H 3.603 -0.544 2.215
H 5.424 -1.556 3.561
H 5.758 -4.008 3.528
H 4.299 -5.440 2.136
H 2.479 -4.424 0.796
```

---

# 6
Formula: C30H21Br2NO
Source: OMol25
Level of theory: ωB97M-V/def2-TZVPD

E: -6433.7357 Eh
SMILES: N#C[C@](C(=O)c1ccccc1)(c1ccccc1)[C@H](/C=C/c1ccc(Br)cc1)c1ccc(Br)cc1
frontier orbital gap: 7.62 eV
highest occupied orbital energy: -8.12 eV
energy above the lowest of the compared OMol25 structures with the same formula, charge and spin: 0.00 kcal/mol
LUMO: -0.018 Eh

The geometry in XYZ format:
```
55
C30H21Br2NO | OMol25 | ωB97M-V/def2-TZVPD
N -2.861 -2.737 0.316
C -1.972 -1.937 0.415
C -0.913 -0.970 0.409
C 0.360 -1.710 0.899
O 1.319 -1.981 0.191
C 0.501 -2.146 2.343
C -0.563 -2.169 3.265
C -0.339 -2.530 4.600
C 0.926 -2.936 5.038
C 1.970 -2.968 4.100
C 1.773 -2.559 2.777
C -1.282 0.212 1.255
C -0.224 0.858 1.946
C -0.566 1.735 2.986
C -1.884 2.088 3.234
C -2.860 1.675 2.352
C -2.593 0.723 1.363
C -0.702 -0.316 -1.342
C 0.509 0.452 -1.396
C 1.707 -0.149 -1.708
C 2.899 0.434 -2.273
C 4.040 -0.373 -2.549
C 5.177 0.167 -3.169
C 5.181 1.534 -3.559
Br 6.762 2.326 -4.229
C 4.053 2.342 -3.288
C 2.914 1.790 -2.691
C -1.913 0.362 -1.909
C -3.040 -0.407 -2.209
C -4.188 0.161 -2.767
C -4.239 1.549 -2.991
Br -5.834 2.366 -3.698
C -3.098 2.328 -2.737
C -1.962 1.734 -2.180
H -1.560 -1.841 2.950
H -1.150 -2.451 5.321
H 1.099 -3.257 6.072
H 2.975 -3.267 4.399
H 2.582 -2.509 2.044
H 0.810 0.540 1.712
H 0.244 2.067 3.638
H -2.108 2.724 4.082
H -3.854 2.058 2.470
H -3.426 0.335 0.739
H -0.695 -1.405 -1.707
H 0.425 1.542 -1.041
H 1.782 -1.226 -1.531
H 3.988 -1.436 -2.296
H 6.047 -0.462 -3.386
H 4.105 3.391 -3.580
H 2.004 2.383 -2.582
H -2.993 -1.480 -2.065
H -5.081 -0.451 -2.996
H -3.131 3.401 -2.965
H -1.121 2.397 -2.072
```

---

# 7
Formula: C30H21BrN3O5OsPSSe
Source: OMol25
Level of theory: ωB97M-V/def2-TZVPD

E: -7501.9639 Eh
frontier orbital gap: 6.56 eV
highest occupied orbital energy: -7.24 eV
energy above the lowest of the compared OMol25 structures with the same formula, charge and spin: 0.00 kcal/mol
LUMO: -0.025 Eh

The geometry in XYZ format:
```
64
C30H21BrN3O5OsPSSe | OMol25 | ωB97M-V/def2-TZVPD
Os -0.975 -0.134 0.555
O -0.742 -1.557 -3.900
C -0.292 -0.591 -3.372
O 0.205 -0.672 -2.073
C -0.169 0.787 -3.876
C -0.647 1.240 -5.098
C -0.504 2.585 -5.387
C 0.089 3.444 -4.459
C 0.557 2.973 -3.242
C 0.441 1.618 -2.955
P 0.966 0.663 -1.438
C 2.730 0.655 -1.818
C 3.336 -0.572 -2.072
C 4.685 -0.620 -2.380
C 5.433 0.549 -2.414
C 4.828 1.771 -2.158
C 3.472 1.827 -1.876
C 0.108 1.732 -0.255
C 0.850 2.543 0.665
C 0.202 3.478 1.408
C -1.206 3.651 1.291
C -1.931 2.900 0.423
C -1.286 1.909 -0.383
H -1.124 0.555 -5.786
H -0.864 2.980 -6.327
H 0.174 4.498 -4.692
H 0.989 3.662 -2.526
H 2.755 -1.486 -2.020
H 5.156 -1.572 -2.585
H 6.490 0.507 -2.641
H 5.411 2.682 -2.182
H 3.003 2.786 -1.688
H 1.921 2.397 0.764
H 0.757 4.090 2.106
H -1.699 4.394 1.904
H -2.999 3.032 0.326
H -1.814 1.558 -1.268
Br 0.497 -3.586 0.531
C -1.235 -3.280 1.193
C -1.894 -4.391 1.696
C -3.204 -4.263 2.108
C -3.811 -3.029 1.982
C -3.077 -1.969 1.500
N -1.782 -2.063 1.119
C -3.743 -0.618 1.358
O -4.900 -0.489 1.702
O -2.987 0.284 0.844
H -1.369 -5.332 1.748
H -3.738 -5.114 2.510
H -4.838 -2.836 2.257
O 3.461 -0.093 0.959
S 2.140 -0.654 1.185
N 1.102 -0.420 0.097
Se -0.314 0.506 2.814
C -0.617 -1.111 3.821
C 0.391 -2.038 4.058
C 0.098 -3.178 4.793
N -1.105 -3.447 5.295
C -2.058 -2.542 5.085
C -1.869 -1.369 4.368
H 1.392 -1.882 3.683
H 0.871 -3.915 4.983
H -3.032 -2.764 5.511
H -2.687 -0.672 4.233
```

---

Molar mass per entry: 799.5; 956.0; 875.0; 914.9; 605.7; 571.3; 915.6 g/mol